1.
# C4H6O

C4H6O as an isolated structure (ωB97M-V/def2-TZVPD, OMol25).

Summary:
HOMO level in eV: -9.3
HOMO-LUMO gap in eV: 10.42
Energy above the lowest of the compared OMol25 structures with the same formula, charge and spin in kJ/mol: 232.7
Max |F| in eV/Å: 1.33
Calculated total energy in Eh: -231.13510
Lowest unoccupied orbital energy in eV: 1.2

```
! RIJCOSX wB97M-V def2-TZVPD def2/J DEFGRID3
* xyz 0 1
C -1.19 -0.55 -0.11
C -0.01 -0.13 0.72
C 1.33 -0.14 -0.11
O 0.82 0.82 -1.06
C -0.41 0.78 -0.40
H -2.18 -0.15 0.12
H -1.29 -1.60 -0.40
H 0.04 -0.04 1.80
H 1.74 -0.99 -0.68
H 2.13 0.29 0.51
H -0.98 1.71 -0.40
*
```

---

2.
# C5H5NO2

One molecule with the formula C5H5NO2 (ωB97M-V/def2-TZVPD, OMol25).

Summary:
Structure (SMILES): C=C(C=O)[C@H](O)C#N
HOMO level in eV: -10.6
HOMO-LUMO gap in eV: 9.88
Energy above the lowest of the compared OMol25 structures with the same formula, charge and spin in kJ/mol: 240.9
Max |F| in eV/Å: 3.97
Calculated total energy in Eh: -398.68672
Lowest unoccupied orbital energy in eV: -0.8

```
! RIJCOSX wB97M-V def2-TZVPD def2/J DEFGRID3
* xyz 0 1
C 1.84 0.03 -0.35
C 0.57 -0.19 0.07
C -0.04 -1.53 0.09
O -1.26 -1.73 0.14
C -0.42 0.97 0.35
O -1.16 0.90 1.56
C -1.45 0.87 -0.83
N -1.99 1.04 -1.85
H 2.39 -0.90 -0.50
H 2.35 0.93 -0.36
H 0.67 -2.42 -0.08
H 0.18 1.95 0.27
H -1.69 0.06 1.49
*
```

---

3.
# C4H5ClO

C4H5ClO as an isolated structure (ωB97M-V/def2-TZVPD, OMol25).

Summary:
HOMO level in eV: -10.5
HOMO-LUMO gap in eV: 11.11
Energy above the lowest of the compared OMol25 structures with the same formula, charge and spin in kJ/mol: 223.8
Max |F| in eV/Å: 4.36
Calculated total energy in Eh: -690.73585
Lowest unoccupied orbital energy in eV: 0.6

```
! RIJCOSX wB97M-V def2-TZVPD def2/J DEFGRID3
* xyz 0 1
C 0.67 -2.21 -0.49
C 0.24 -1.11 -0.28
C 0.34 1.09 0.93
C -0.39 0.12 0.06
O -0.64 1.07 -1.44
Cl -2.04 -0.18 0.60
H 1.05 -3.16 -0.69
H -0.23 2.01 1.00
H 1.31 1.31 0.50
H 0.47 0.66 1.92
H -0.78 0.40 -2.11
*
```

---

4.
# C23H29N3O4S

One molecule with the formula C23H29N3O4S (ωB97M-V/def2-TZVPD, OMol25).

Summary:
Structure (SMILES): COCCn1c(C)cc(C(=O)CSc2nc3ccccc3c(=O)n2[C@H](C)COC)c1C
HOMO level in eV: -8.0
HOMO-LUMO gap in eV: 8.66
Energy above the lowest of the compared OMol25 structures with the same formula, charge and spin in kJ/mol: 154.0
Max |F| in eV/Å: 0.91
Calculated total energy in Eh: -1757.26527
Lowest unoccupied orbital energy in eV: 0.7

```
! RIJCOSX wB97M-V def2-TZVPD def2/J DEFGRID3
* xyz 0 1
C -3.59 -3.03 -1.22
O -3.91 -1.67 -1.32
C -4.45 -1.13 -0.13
C -4.70 0.37 -0.33
N -3.55 1.17 0.01
C -3.31 1.69 1.26
C -4.26 1.53 2.39
C -2.11 2.34 1.22
C -1.59 2.21 -0.09
C -0.31 2.65 -0.60
O 0.04 2.55 -1.76
C 0.64 3.28 0.41
S 2.33 2.75 0.01
C 2.03 1.02 0.05
N 0.90 0.68 0.57
C 0.58 -0.64 0.63
C -0.60 -1.04 1.26
C -0.92 -2.37 1.33
C -0.08 -3.34 0.77
C 1.08 -2.96 0.14
C 1.43 -1.61 0.08
C 2.69 -1.20 -0.54
O 3.47 -1.97 -1.07
N 2.96 0.17 -0.46
C 4.25 0.67 -0.94
C 4.37 0.50 -2.45
C 5.39 -0.01 -0.18
O 5.18 0.20 1.20
C 6.11 -0.48 2.00
C -2.52 1.47 -0.82
C -2.48 1.04 -2.24
H -3.22 -3.33 -2.20
H -2.80 -3.20 -0.47
H -4.47 -3.63 -0.96
H -3.76 -1.29 0.71
H -5.40 -1.64 0.10
H -5.54 0.69 0.28
H -4.95 0.53 -1.39
H -3.83 1.98 3.28
H -4.47 0.48 2.60
H -5.21 2.03 2.19
H -1.67 2.86 2.05
H 0.43 3.00 1.44
H 0.65 4.37 0.30
H -1.24 -0.28 1.68
H -1.82 -2.69 1.85
H -0.35 -4.38 0.84
H 1.75 -3.69 -0.29
H 4.28 1.73 -0.69
H 5.31 0.94 -2.79
H 3.55 1.00 -2.95
H 4.36 -0.55 -2.72
H 5.41 -1.09 -0.41
H 6.34 0.43 -0.50
H 5.85 -0.25 3.03
H 6.06 -1.56 1.84
H 7.13 -0.14 1.79
H -2.71 -0.02 -2.32
H -3.21 1.60 -2.82
H -1.50 1.24 -2.64
*
```

---

5.
# C13H33CuN2O5

C13H33CuN2O5 as an isolated structure (ωB97M-V/def2-TZVPD, OMol25).

Summary:
HOMO level (alpha / beta) in eV: -11.5 / -11.5
HOMO-LUMO gap (alpha / beta) in eV: 9.43 / 8.68
Energy above the lowest of the compared OMol25 structures with the same formula, charge and spin in kJ/mol: 0.0
Max |F| in eV/Å: 3.14
Expectation value of S²: 0.75
Calculated total energy in Eh: -2640.97905
Lowest unoccupied orbital energy (alpha / beta) in eV: -2.1 / -2.8

```
! RIJCOSX wB97M-V def2-TZVPD def2/J DEFGRID3
* xyz 1 2
Cu -0.68 0.05 0.18
C -2.20 -1.10 -1.96
O -2.01 -1.03 -0.60
H -2.27 -2.06 -2.45
H -3.09 -0.51 -2.31
H -1.35 -0.69 -2.56
C -2.85 -1.00 2.57
O -1.44 -1.12 2.29
C -0.91 -2.38 1.90
C 0.52 -2.29 1.43
N 0.75 -1.40 0.25
C 0.82 -1.99 -1.14
C 2.31 -2.32 -1.46
O 2.95 -1.12 -1.19
C 4.36 -1.20 -1.13
H -3.10 -1.94 2.96
H -3.42 -0.71 1.68
H -2.95 -0.24 3.32
H -1.53 -2.78 1.11
H -0.91 -3.09 2.77
H 0.80 -3.30 1.22
H 1.21 -1.86 2.22
H 1.59 -0.92 0.42
H 0.48 -1.32 -1.87
H 0.15 -2.87 -1.22
H 2.39 -2.71 -2.47
H 2.67 -3.09 -0.75
H 4.87 -1.27 -2.08
H 4.69 -2.04 -0.47
H 4.76 -0.26 -0.58
C -3.17 1.49 -0.61
O -2.13 1.42 0.34
C -1.58 2.69 0.74
C -0.75 2.36 1.95
N 0.23 1.36 1.60
C 1.55 1.83 1.10
C 1.61 2.32 -0.32
O 0.83 1.46 -1.16
C 0.99 1.74 -2.57
H -3.86 2.26 -0.28
H -3.63 0.50 -0.76
H -2.87 1.77 -1.61
H -2.44 3.31 1.04
H -1.01 3.16 0.00
H -1.39 1.92 2.71
H -0.36 3.32 2.37
H 0.40 0.69 2.28
H 2.25 1.03 1.14
H 1.82 2.68 1.72
H 2.66 2.32 -0.54
H 1.18 3.34 -0.42
H -0.03 2.05 -3.02
H 1.40 0.90 -3.08
H 1.69 2.61 -2.68
*
```

---

6.
# C3F2I4O

C3F2I4O as an isolated structure (ωB97M-V/def2-TZVPD, OMol25).

Summary:
HOMO level (alpha / beta) in eV: -8.6 / -9.1
HOMO-LUMO gap (alpha / beta) in eV: 6.61 / 7.60
Energy above the lowest of the compared OMol25 structures with the same formula, charge and spin in kJ/mol: 156.3
Max |F| in eV/Å: 2.78
Calculated total energy in Eh: -1579.92732
Lowest unoccupied orbital energy (alpha / beta) in eV: -2.0 / -1.5

```
! RIJCOSX wB97M-V def2-TZVPD def2/J DEFGRID3
* xyz 0 1
C -1.84 1.47 0.72
C 1.55 -0.62 -0.69
C 0.23 -0.38 0.07
O -1.89 1.47 1.88
F 1.96 -1.88 -0.56
F 1.39 -0.36 -2.00
I 2.95 0.88 -0.06
I -3.33 1.70 -0.70
I -1.40 -1.57 -0.82
I 0.37 -0.71 2.17
*
```

---

7.
# C11H19LiN4O8

C11H19LiN4O8 as an isolated structure (ωB97M-V/def2-TZVPD, OMol25).

Summary:
HOMO level in eV: -1.6
HOMO-LUMO gap in eV: 5.84
Energy above the lowest of the compared OMol25 structures with the same formula, charge and spin in kJ/mol: 800.3
Max |F| in eV/Å: 10.70
Calculated total energy in Eh: -1258.67091
Lowest unoccupied orbital energy in eV: 4.3

```
! RIJCOSX wB97M-V def2-TZVPD def2/J DEFGRID3
* xyz -2 1
Li -0.06 -0.35 -0.05
C -3.08 -1.47 0.82
C -1.95 -0.88 0.14
C -1.68 0.63 0.17
O -0.61 1.18 -0.18
C -2.79 1.44 0.57
C -3.89 0.93 1.21
C -4.01 -0.59 1.36
O -4.98 -1.13 2.14
O -4.85 1.78 1.44
O -1.01 -1.51 -0.36
H -3.01 -2.53 1.03
H -2.65 2.49 0.35
C 2.89 -0.48 2.00
C 1.58 0.17 1.54
C 1.67 1.24 0.39
O 0.46 -0.69 1.37
H 2.95 -1.33 1.32
H 2.76 -0.98 2.96
H 3.73 0.21 1.93
H 1.18 0.78 2.35
H 2.56 1.84 0.55
H 0.80 1.89 0.38
H 1.64 0.68 -0.55
C -0.62 2.95 -2.12
O -0.51 3.80 -2.92
N 0.10 1.86 -1.94
N -1.41 2.94 -1.13
H 0.81 1.59 -2.60
H 0.03 1.47 -1.00
H -1.61 2.11 -0.59
H -2.12 3.66 -1.06
C 2.18 -2.94 0.00
O 2.65 -3.09 1.09
N 1.32 -1.94 -0.27
N 2.47 -3.63 -1.10
H 0.94 -1.53 0.58
H 1.10 -1.57 -1.18
H 1.94 -3.60 -1.95
H 3.26 -4.25 -0.98
O 0.58 -0.47 -1.52
H -0.06 -0.66 -2.21
H 1.29 -0.02 -1.97
*
```

---

8.
# C24H33MnN6O4S

C24H33MnN6O4S as an isolated structure (ωB97M-V/def2-TZVPD, OMol25).

Summary:
HOMO level (alpha / beta) in eV: -9.6 / -9.7
HOMO-LUMO gap (alpha / beta) in eV: 6.34 / 6.32
Energy above the lowest of the compared OMol25 structures with the same formula, charge and spin in kJ/mol: 0.0
Max |F| in eV/Å: 0.50
Expectation value of S²: 8.76
Calculated total energy in Eh: -3112.95390
Lowest unoccupied orbital energy (alpha / beta) in eV: -3.2 / -3.4

```
! RIJCOSX wB97M-V def2-TZVPD def2/J DEFGRID3
* xyz 1 6
Mn -0.37 0.22 0.27
C -2.35 -2.39 3.36
C -1.78 -1.76 2.13
N -0.78 -0.98 2.12
C 0.01 -0.60 3.28
C 0.48 0.85 3.17
N 1.01 1.22 1.85
C 2.44 1.14 1.60
C 2.83 0.17 0.45
N 1.76 -0.09 -0.52
C 1.94 0.36 -1.92
C 0.59 0.70 -2.61
N -0.45 -0.04 -1.96
C -1.34 -0.77 -2.48
C -1.56 -0.92 -3.95
C -2.15 -1.56 -1.50
C -3.09 -2.53 -1.84
C -3.67 -3.26 -0.81
C -3.31 -3.05 0.51
C -2.36 -2.06 0.78
N -1.85 -1.34 -0.22
H -2.79 -1.61 3.99
H -1.57 -2.88 3.94
H -3.13 -3.11 3.15
H 0.87 -1.28 3.30
H -0.53 -0.72 4.22
H 1.22 1.02 3.96
H -0.37 1.50 3.37
H 0.69 2.16 1.64
H 2.96 0.81 2.50
H 2.82 2.14 1.37
H 3.10 -0.80 0.89
H 3.72 0.54 -0.05
H 1.62 -1.09 -0.56
H 2.43 -0.42 -2.50
H 2.59 1.23 -1.94
H 0.67 0.51 -3.69
H 0.36 1.76 -2.48
H -1.60 0.06 -4.43
H -2.48 -1.45 -4.19
H -0.73 -1.48 -4.39
H -3.35 -2.74 -2.86
H -4.40 -4.02 -1.05
H -3.75 -3.65 1.29
N 1.66 -5.65 -0.28
C 0.90 -5.25 -1.46
C 0.79 -3.73 -1.51
O 0.44 -3.11 -2.47
O 1.08 -3.14 -0.34
H 1.33 -6.53 0.10
H 1.38 -3.87 0.25
H 2.64 -5.76 -0.49
H -0.12 -5.62 -1.38
H 1.30 -5.59 -2.41
O 1.56 8.02 0.54
C 1.68 6.95 -0.26
O 2.50 6.93 -1.13
C 0.77 5.79 0.00
C -0.37 5.84 0.80
C -1.17 4.73 0.99
C -0.86 3.51 0.38
S -1.89 2.12 0.65
C 0.28 3.47 -0.44
C 1.08 4.59 -0.63
H 0.91 7.86 1.23
H -0.68 6.77 1.27
H -2.05 4.79 1.61
H 0.54 2.55 -0.95
H 1.95 4.55 -1.27
*
```